1.
{"formula": "C35H18BrClF4N6NaO4", "method": "wB97M-V/def2-TZVPD", "symbols": ["Br", "Cl", "Na", "F", "F", "F", "F", "O", "O", "O", "O", "N", "N", "N", "N", "N", "N", "C", "C", "C", "C", "C", "C", "C", "C", "C", "C", "C", "C", "C", "C", "C", "C", "C", "C", "C", "C", "C", "C", "C", "C", "C", "C", "C", "C", "C", "C", "C", "C", "C", "C", "C", "H", "H", "H", "H", "H", "H", "H", "H", "H", "H", "H", "H", "H", "H", "H", "H", "H", "H"], "positions_angstrom": [[1.84, 1.74, 0.76], [5.84, 1.88, -7.20], [0.90, 1.38, -1.90], [-3.29, 0.42, 0.22], [-2.67, -1.80, 5.10], [-1.89, 0.65, 4.73], [-4.06, -2.05, 0.59], [-2.72, 1.13, -3.35], [2.06, 2.71, -2.82], [2.63, 0.10, -2.07], [-0.37, 0.26, -2.91], [-3.53, -4.72, 5.21], [-4.12, -5.07, 1.07], [0.02, -0.35, -0.30], [-0.75, -1.11, -1.02], [-0.99, 3.42, 4.02], [-1.32, 2.81, -0.14], [4.85, 1.25, 5.33], [-2.82, -2.48, -2.86], [-1.86, 1.86, 2.18], [1.20, 0.21, 1.69], [-2.41, 0.62, 2.41], [-3.47, -1.42, 1.57], [3.51, 1.23, -3.99], [2.68, 0.39, 3.77], [-5.00, -1.70, -3.47], [4.71, 2.10, -5.88], [-3.17, -0.13, -3.25], [-2.79, -1.28, 3.89], [3.27, 3.57, -4.64], [-4.51, -0.40, -3.53], [4.50, -0.10, 5.30], [-1.65, 2.38, 0.87], [-3.90, -4.30, 1.90], [-4.15, -2.75, -3.14], [4.15, 3.37, -5.66], [1.63, -0.16, 2.91], [-2.38, -0.01, 3.70], [-3.30, -2.10, 2.83], [3.01, 1.75, 3.86], [4.39, 1.06, -5.06], [3.42, -0.51, 4.54], [-1.37, 2.70, 3.22], [2.88, 2.51, -3.75], [0.28, -0.61, 0.93], [-3.06, -0.15, 1.38], [-3.53, -4.11, 4.23], [-0.86, -0.90, -2.51], [-2.32, -1.19, -2.89], [4.09, 2.16, 4.62], [3.28, 0.11, -3.11], [-3.58, -3.44, 2.98], [2.40, 2.48, 3.37], [-0.28, -1.76, -2.94], [-6.04, -1.89, -3.68], [1.23, -1.11, 3.27], [4.34, 3.22, 4.66], [-2.16, -3.30, -2.60], [4.84, 0.08, -5.23], [5.07, -0.82, 5.87], [-1.72, 1.05, -3.19], [-4.52, -3.77, -3.10], [2.83, 4.54, -4.46], [3.16, -1.57, 4.52], [3.78, -0.83, -3.43], [-1.13, -1.97, -0.64], [-5.15, 0.43, -3.81], [4.44, 4.19, -6.31], [5.71, 1.57, 5.91], [-0.12, -1.49, 1.44]], "lumo_energy_ev": [-1.83, -1.82], "relative_energy_kcal_mol": 24.0, "total_charge": -1, "spin_multiplicity": 1, "homo_ha": [-0.1725, -0.1725], "energy_ev": -151567.2662, "homo_lumo_gap_ev": [2.86, 2.87]}

***

2.
{"formula": "C32H82N6O10", "method": "wB97M-V/def2-TZVPD", "symbols": ["O", "O", "O", "O", "O", "O", "O", "O", "O", "O", "N", "N", "N", "N", "N", "N", "C", "C", "C", "C", "C", "C", "C", "C", "C", "C", "C", "C", "C", "C", "C", "C", "C", "C", "C", "C", "C", "C", "C", "C", "C", "C", "C", "C", "C", "C", "C", "C", "H", "H", "H", "H", "H", "H", "H", "H", "H", "H", "H", "H", "H", "H", "H", "H", "H", "H", "H", "H", "H", "H", "H", "H", "H", "H", "H", "H", "H", "H", "H", "H", "H", "H", "H", "H", "H", "H", "H", "H", "H", "H", "H", "H", "H", "H", "H", "H", "H", "H", "H", "H", "H", "H", "H", "H", "H", "H", "H", "H", "H", "H", "H", "H", "H", "H", "H", "H", "H", "H", "H", "H", "H", "H", "H", "H", "H", "H", "H", "H", "H", "H"], "positions_angstrom": [[3.55, -0.13, 1.88], [-2.59, -0.17, -2.79], [-1.72, 2.52, -4.75], [-3.70, 0.83, -0.07], [-2.60, -4.29, 1.86], [6.38, 1.60, 5.10], [4.71, -5.70, 1.38], [-0.36, -6.23, 5.72], [6.07, 2.43, -1.76], [-3.96, -1.94, 1.07], [-0.01, -5.04, 3.85], [-1.08, 3.52, -4.09], [-2.02, -5.20, 4.83], [2.31, -0.29, 1.28], [5.41, 4.05, -3.09], [5.16, 4.28, -0.98], [-5.99, 0.56, 0.23], [0.24, -1.64, 0.94], [0.41, 3.53, -4.20], [-1.33, 5.77, -3.22], [0.93, -0.86, 3.24], [2.83, 1.41, -0.39], [1.02, 2.11, -3.62], [-4.33, -1.77, -2.82], [4.06, 1.13, 5.44], [-0.51, -0.41, 0.49], [-0.75, -5.49, 4.82], [1.58, 2.05, 1.57], [-2.25, 5.30, -5.51], [1.81, 0.87, 0.64], [0.85, 3.74, -5.59], [-2.62, -5.21, 0.76], [-4.40, -1.92, 2.42], [-1.32, -5.91, 0.89], [2.52, -6.34, 2.31], [-4.94, 1.44, -0.36], [2.20, -2.61, 2.02], [5.33, 0.78, 4.70], [-3.26, -1.58, 3.37], [-2.90, -1.56, -2.83], [-3.31, 4.36, -3.37], [0.51, 0.50, -0.23], [0.13, 6.04, -3.56], [3.76, -6.72, 1.39], [0.98, 4.78, -3.37], [-2.02, 4.67, -4.06], [5.56, 3.55, -1.96], [1.41, -1.30, 1.87], [2.97, -2.64, 1.25], [-2.45, -2.04, -3.70], [-2.25, -1.91, 3.09], [-2.72, 4.60, -6.21], [4.06, 0.83, 6.49], [4.12, -7.69, 1.75], [-3.16, -0.49, 3.37], [-1.47, 5.64, -6.19], [-4.80, -1.39, -1.91], [2.02, 1.97, -4.02], [-3.17, 3.85, -2.42], [5.16, 1.00, 3.64], [0.36, 1.26, -3.82], [0.10, 6.35, -4.60], [-1.43, -6.62, 1.71], [-3.79, 3.56, -3.95], [4.79, 5.20, -1.19], [-1.87, 6.66, -3.53], [3.15, 0.60, 5.18], [2.50, 2.11, 2.14], [0.06, 1.49, -0.38], [2.87, -6.08, 3.30], [4.57, -5.13, 0.62], [-3.19, -3.53, 1.80], [-1.53, 5.73, -2.15], [2.82, -2.59, 2.92], [-0.90, 0.16, 1.33], [5.68, -0.23, 4.90], [0.94, 4.61, -2.29], [3.41, -6.93, 0.38], [-4.97, 1.34, -1.45], [-2.43, -1.98, -1.93], [1.85, 3.32, -5.76], [0.84, -5.56, 3.68], [5.98, 3.49, -3.70], [-2.81, -4.69, -0.18], [0.78, 0.29, -1.27], [-4.74, -2.93, 2.65], [5.08, 5.00, -3.22], [1.40, 2.97, 1.01], [-0.43, -2.35, 1.44], [5.97, 2.40, 4.76], [-4.99, 2.48, -0.04], [-0.51, -5.24, 1.17], [1.60, -0.04, 3.50], [4.14, -0.35, 1.15], [-5.86, 0.53, 1.31], [1.13, -1.68, 3.94], [-3.49, -1.13, 0.88], [1.85, -5.63, 1.83], [-6.03, -0.46, -0.14], [5.62, 3.91, -0.16], [-6.94, 1.05, 0.00], [-0.13, -0.63, 3.21], [0.39, 6.98, -3.08], [3.78, 2.19, 5.46], [-3.33, -2.02, 4.36], [0.21, 3.25, -6.33], [2.35, 2.08, -1.10], [-3.13, 1.53, 0.24], [1.62, -3.52, 1.87], [3.59, 2.02, 0.10], [1.98, -7.27, 2.50], [0.89, 4.80, -5.81], [-0.92, -6.54, 0.10], [-3.03, 6.05, -5.65], [-5.27, -1.31, 2.65], [-0.41, -4.44, 3.15], [-1.98, 2.00, -3.99], [3.25, 0.58, -0.96], [-4.61, -2.80, -3.04], [-2.43, -4.71, 4.05], [-4.80, -1.09, -3.53], [-2.70, -5.38, 5.56], [2.03, 5.04, -3.54], [0.51, -2.19, 0.04], [-1.28, -0.70, -0.22], [0.68, 1.97, 2.19], [-3.32, -6.04, 0.85], [-2.71, 0.05, -1.86], [-3.88, 5.26, -3.14], [1.03, 2.25, -2.54]], "lumo_energy_ev": 0.05, "relative_energy_kcal_mol": 102.8, "total_charge": 0, "smiles": "CC1(C)CCCC(C)(C)N1O.CC1(C)CCCC(C)(C)N1O.NC(N)=O.NC(N)=O.CCO.CCO.CCO.CCO.CCO.CCO", "spin_multiplicity": 1, "homo_ha": -0.2952, "energy_ev": -63923.0900, "homo_lumo_gap_ev": 8.08}

***

3.
{"formula": "C2H6N6", "method": "wB97M-V/def2-TZVPD", "symbols": ["N", "N", "N", "N", "N", "N", "C", "C", "H", "H", "H", "H", "H", "H"], "positions_angstrom": [[-0.80, 1.08, 0.28], [0.49, -1.04, 0.83], [-0.49, -1.28, -0.26], [0.65, 1.06, -0.01], [2.53, -0.35, -0.57], [-2.63, -0.33, -0.50], [-1.42, -0.15, -0.28], [1.30, -0.11, -0.06], [-2.96, 0.74, -0.16], [0.94, 2.29, -0.46], [-1.20, -2.03, 0.12], [-0.80, 1.45, 1.38], [3.10, 0.45, -0.87], [1.30, -1.80, 0.57]], "lumo_energy_ev": 0.23, "relative_energy_kcal_mol": 112.9, "total_charge": 0, "spin_multiplicity": 1, "homo_ha": -0.3295, "energy_ev": -11105.4045, "homo_lumo_gap_ev": 9.20}

***

4.
{"formula": "C14H10F3N3O4RuS3", "method": "wB97M-V/def2-TZVPD", "symbols": ["Ru", "S", "S", "S", "F", "F", "F", "O", "O", "O", "O", "N", "N", "N", "C", "C", "C", "C", "C", "C", "C", "C", "C", "C", "C", "C", "C", "C", "H", "H", "H", "H", "H", "H", "H", "H", "H", "H"], "positions_angstrom": [[-0.66, -1.00, -0.16], [1.74, -5.23, 0.82], [1.34, -2.79, 2.08], [-0.14, -3.32, -0.49], [-1.74, -2.06, 2.28], [-2.76, -0.26, 1.71], [-3.12, -2.08, 0.62], [-2.61, 0.08, -1.36], [2.55, 1.38, 1.53], [-3.93, 1.90, -1.11], [1.45, -0.37, 0.69], [0.11, -0.53, -2.12], [-0.33, 1.10, -5.92], [-0.71, 1.10, 0.29], [-2.06, 3.05, 0.72], [0.93, -3.76, 0.77], [-1.87, 1.82, 0.06], [0.10, 2.82, 1.71], [-2.78, 1.21, -0.82], [-0.73, -0.68, -4.35], [1.55, 0.81, 1.12], [-1.10, 3.55, 1.54], [-0.55, -1.19, -3.08], [0.63, 0.66, -2.42], [-2.12, -1.35, 1.19], [-0.21, 0.58, -4.66], [0.50, 1.25, -3.66], [0.23, 1.62, 1.07], [0.92, 3.18, 2.32], [-4.49, 1.29, -1.61], [1.19, 1.15, -1.63], [-0.18, 2.10, -6.01], [-1.24, 4.48, 2.07], [-2.99, 3.57, 0.53], [-1.05, 0.72, -6.51], [-0.93, -2.17, -2.82], [0.91, 2.22, -3.84], [-1.28, -1.25, -5.08]], "lumo_energy_ev": [1.43, 1.43], "relative_energy_kcal_mol": 74.4, "total_charge": -1, "spin_multiplicity": 2, "homo_ha": [-0.1536, -0.1517], "energy_ev": -70583.0029, "homo_lumo_gap_ev": [5.61, 5.56]}

***

5.
{"formula": "C20H30BN9O2Rb", "method": "wB97M-V/def2-TZVPD", "symbols": ["Rb", "O", "O", "N", "N", "N", "N", "N", "N", "N", "N", "N", "C", "C", "C", "C", "C", "C", "C", "C", "C", "C", "C", "C", "C", "C", "C", "C", "C", "C", "C", "C", "B", "H", "H", "H", "H", "H", "H", "H", "H", "H", "H", "H", "H", "H", "H", "H", "H", "H", "H", "H", "H", "H", "H", "H", "H", "H", "H", "H", "H", "H", "H"], "positions_angstrom": [[1.73, 0.61, 0.69], [3.82, 1.90, 1.23], [-0.32, 2.10, 1.19], [0.26, -1.28, 1.56], [-0.28, 0.70, -0.93], [0.77, -1.95, -1.20], [-3.68, -0.96, 0.50], [4.78, 3.11, -0.42], [-1.00, -1.53, 1.22], [-2.95, -1.81, -0.25], [-0.52, -2.29, -1.13], [-1.40, 0.02, -0.82], [1.60, -0.97, 3.61], [-1.46, 1.84, 1.84], [0.34, -1.28, 2.88], [4.39, 2.90, 0.84], [-3.76, -2.76, -0.76], [0.46, -3.79, -2.41], [-0.57, 1.91, -1.43], [-1.94, 1.99, -1.68], [-0.73, -3.40, -1.85], [0.45, 2.95, -1.68], [5.60, 4.26, -0.75], [-1.73, -1.76, 2.33], [-4.94, -1.37, 0.46], [4.48, 2.11, -1.42], [-2.44, 0.77, -1.28], [-6.01, -0.65, 1.20], [2.85, -2.79, -2.24], [1.38, -2.84, -1.96], [-5.05, -2.52, -0.33], [-0.91, -1.59, 3.42], [-1.47, -1.45, -0.26], [3.39, 2.01, -1.55], [-2.07, 1.11, 1.26], [2.44, -1.52, 3.18], [-2.77, -2.02, 2.31], [5.06, 5.19, -0.57], [-1.18, -1.68, 4.46], [0.64, -4.64, -3.04], [1.19, 2.61, -2.41], [-5.93, -3.09, -0.56], [0.96, 3.20, -0.75], [-2.10, 2.73, 1.98], [-3.45, 0.42, -1.34], [6.51, 4.26, -0.15], [-2.49, 2.82, -2.07], [5.88, 4.21, -1.80], [3.12, -1.85, -2.72], [-1.29, 1.34, 2.82], [3.13, -3.61, -2.89], [-6.97, -1.14, 1.04], [-5.79, -0.62, 2.26], [-1.69, -3.87, -1.95], [1.51, -1.23, 4.66], [4.64, 3.74, 1.51], [-6.08, 0.39, 0.86], [4.93, 2.38, -2.37], [1.83, 0.11, 3.54], [-3.42, -3.55, -1.40], [-0.03, 3.86, -2.05], [3.41, -2.86, -1.31], [4.87, 1.13, -1.11]], "lumo_energy_ev": [0.03, -0.95], "total_charge": 0, "spin_multiplicity": 2, "homo_ha": [-0.2985, -0.2996], "energy_ev": -40064.8952, "homo_lumo_gap_ev": [8.15, 7.21]}

***

6.
{"formula": "C56H52BrN4OP2SV", "method": "wB97M-V/def2-TZVPD", "symbols": ["Br", "V", "S", "P", "P", "O", "N", "N", "N", "N", "C", "C", "C", "C", "C", "C", "C", "C", "C", "C", "C", "C", "C", "C", "C", "C", "C", "C", "C", "C", "C", "C", "C", "C", "C", "C", "C", "C", "C", "C", "C", "C", "C", "C", "C", "C", "C", "C", "C", "C", "C", "C", "C", "C", "C", "C", "C", "C", "C", "C", "C", "C", "C", "C", "C", "C", "H", "H", "H", "H", "H", "H", "H", "H", "H", "H", "H", "H", "H", "H", "H", "H", "H", "H", "H", "H", "H", "H", "H", "H", "H", "H", "H", "H", "H", "H", "H", "H", "H", "H", "H", "H", "H", "H", "H", "H", "H", "H", "H", "H", "H", "H", "H", "H", "H", "H", "H", "H"], "positions_angstrom": [[-4.32, 1.02, 4.51], [0.12, -0.95, -1.37], [-1.92, -2.40, 1.71], [2.51, -1.02, -0.72], [0.33, 1.34, -0.42], [-3.58, -3.20, 7.58], [-2.06, 0.47, 6.02], [0.18, -0.50, -3.25], [3.14, 1.75, -1.18], [-1.55, -1.53, -0.66], [-1.13, -2.55, 0.12], [1.88, -2.04, 1.83], [-3.28, -0.02, 5.76], [3.55, 0.59, -0.40], [4.24, -1.89, 1.34], [0.48, 0.80, 2.34], [2.91, -1.75, 0.94], [-3.04, 4.45, -1.12], [-7.07, -0.47, -1.78], [1.21, -3.65, -2.50], [1.50, 2.90, 1.66], [-1.91, 2.94, 0.38], [-1.01, 2.59, -0.66], [0.59, -2.87, -1.57], [5.26, 2.49, -2.18], [4.20, -3.08, -1.47], [1.67, 3.20, 3.00], [-4.96, 0.11, -0.61], [-6.14, 0.74, -1.48], [-5.60, 1.22, -2.80], [-3.02, -2.02, 7.15], [-0.32, -3.52, -0.63], [0.03, -0.40, -5.84], [5.82, 4.86, -2.13], [-2.77, -0.93, -0.30], [2.15, -2.63, 3.04], [4.73, 5.10, -1.32], [-2.10, 4.18, -2.11], [-4.40, -0.98, 1.51], [0.09, -0.43, -4.42], [5.04, -2.00, -3.85], [-5.24, -0.19, 0.69], [4.10, 2.78, -1.46], [0.04, -5.63, -1.53], [-1.09, 3.23, -1.90], [-3.19, -1.38, 1.01], [-0.49, -4.88, -0.52], [3.80, -1.77, -1.81], [-2.90, 3.83, 0.14], [4.51, -2.44, 2.63], [1.81, 2.09, -1.46], [1.43, 2.26, 4.02], [5.51, -3.26, -3.56], [4.22, -1.21, -3.01], [-3.76, -1.23, 6.26], [-1.36, -0.35, 6.85], [-6.92, 1.79, -0.75], [3.48, -2.79, 3.49], [0.83, -5.02, -2.52], [-3.65, -0.23, -1.13], [-1.74, -1.53, 7.44], [3.84, 4.10, -1.08], [5.19, -3.74, -2.26], [0.87, 1.06, 3.66], [0.88, 1.66, 1.33], [6.06, 3.53, -2.58], [1.78, 3.65, 0.87], [5.63, -4.70, -1.87], [1.95, -3.36, -3.26], [-0.42, 3.01, -2.73], [-7.87, -0.13, -2.53], [-1.18, -5.34, 0.18], [5.13, -1.64, 0.71], [1.56, 1.80, -2.50], [6.51, 5.66, -2.33], [0.89, -1.84, 1.55], [-2.89, -3.69, 8.03], [-4.77, -1.63, 5.98], [-3.36, 0.22, -2.07], [-2.09, 4.80, -3.00], [1.59, 3.19, -1.48], [2.88, 4.36, -0.61], [4.62, 0.33, -0.44], [4.63, 6.11, -0.92], [6.09, -3.76, -4.32], [-6.17, 0.16, 1.14], [-4.93, 2.08, -2.76], [-3.85, 5.16, -1.31], [3.36, 0.78, 0.67], [-0.03, -6.72, -1.55], [-0.04, -0.13, 2.08], [-6.47, -1.28, -2.20], [-7.52, 2.38, -1.42], [1.35, -2.67, 3.83], [-1.78, 2.59, 1.37], [-4.69, -1.16, 2.53], [-1.05, -0.41, -6.15], [-3.50, 4.11, 1.04], [1.20, -5.56, -3.40], [5.60, -2.49, 2.93], [6.91, 3.31, -3.22], [0.57, -1.29, -6.17], [-6.26, 2.45, -0.22], [-0.37, 0.00, 6.98], [3.79, -3.52, -0.58], [-7.63, -0.69, -0.82], [3.95, -0.18, -3.32], [-5.13, 0.35, -3.29], [5.57, 1.54, -2.49], [1.97, 4.21, 3.25], [0.62, 0.39, 4.50], [3.68, -3.24, 4.46], [0.60, 0.40, -6.28], [-1.06, -2.07, 8.11], [5.40, -1.44, -4.69], [1.62, 2.50, 5.05], [-7.62, 1.34, 0.02], [-6.47, 1.43, -3.45]], "lumo_energy_ev": [-6.56, -6.27], "relative_energy_kcal_mol": 39.8, "total_charge": 2, "spin_multiplicity": 3, "homo_ha": [-0.4420, -0.4420], "energy_ev": -192050.4682, "homo_lumo_gap_ev": [5.46, 5.76]}